Record 1
Computed, not measured: a 8-piece molecular cluster, C4H23N2O8S overall, with ωB97M-V/def2-TZVPD.

Bonds (Å) are listed after each position.
Element x y z (Å)
1 C 0.448 0.562 0.884  N2 1.487, C5 1.606, H9 1.114, H10 1.124
2 N -0.655 0.494 -0.110  C1 1.487, C3 1.388, H11 1.037
3 C -0.962 1.617 -0.865  N2 1.388, O4 1.268, H12 1.136
4 O -0.426 2.724 -0.557  C3 1.268
5 C 1.141 -0.860 1.154  C1 1.606, C6 1.523, N8 1.431, H13 1.123
6 C 2.131 -1.100 0.022  C5 1.523, S7 1.905, H14 1.076, H15 1.027
7 S 1.540 -2.807 -0.586  C6 1.905
8 N 1.560 -0.836 2.523  C5 1.431, H16 1.028, H17 1.025
9 H 1.127 1.432 0.734  C1 1.114
10 H -0.050 0.680 1.885  C1 1.124
11 H -0.931 -0.454 -0.430  N2 1.037
12 H -1.747 1.539 -1.684  C3 1.136
13 H 0.396 -1.692 1.035  C5 1.123
14 H 3.112 -1.265 0.432  C6 1.076
15 H 2.072 -0.390 -0.718  C6 1.027
16 H 1.828 -1.804 2.743  N8 1.028
17 H 2.333 -0.199 2.745  N8 1.025
18 H -2.391 -1.075 1.531  O20 0.966
19 H -3.844 -0.751 1.816  O20 0.952
20 O -3.248 -0.953 1.103  H18 0.966, H19 0.952
21 H -1.055 -3.049 -1.240  O23 0.904
22 H -2.230 -2.443 -1.843  O23 0.939
23 O -1.312 -2.592 -1.976  H21 0.904, H22 0.939
24 H 0.734 1.440 -3.094  O26 0.998
25 H 0.095 0.155 -3.255  O26 0.906
26 O -0.134 0.972 -2.939  H24 0.998, H25 0.906
27 H -0.437 2.797 1.594  O29 0.962
28 H -1.624 3.008 0.983  O29 0.860
29 O -1.293 3.206 1.751  H27 0.962, H28 0.860
30 H -1.601 0.320 2.982  O32 0.932
31 H -0.534 -0.731 3.227  O32 0.971
32 O -1.489 -0.560 3.267  H30 0.932, H31 0.971
33 H -0.230 -1.808 -3.023  O35 1.025
34 H 1.010 -1.986 -3.303  O35 0.894
35 O 0.471 -1.341 -3.608  H33 1.025, H34 0.894
36 H 2.530 1.938 -1.088  O38 0.935
37 H 1.396 2.996 -0.816  O38 1.004
38 O 2.269 2.816 -1.276  H36 0.935, H37 1.004

Values from the calculation:
Relative energy (zero: lowest compared OMol25 entry of this formula, charge and spin) (eV): 3.136
Energy (a.u.): -1275.82221
Net charge: -1
HOMO (eV): -3.7

Record 2
Computed, not measured: a 2-piece molecular cluster, C3H12NOS2 overall, with ωB97M-V/def2-TZVPD.

Bonds (Å) are listed after each position.
Element x y z (Å)
1 N -0.215 -0.968 2.331  C2 1.486, H7 1.138, H8 1.030, H9 1.075
2 C 0.948 -1.312 1.473  N1 1.486, C3 1.514, H10 1.128, H11 1.166
3 C 1.589 -0.044 0.950  C2 1.514, S4 1.796, H12 1.130, H13 1.069
4 S 0.214 0.815 0.176  C3 1.796, S5 1.937
5 S 0.558 1.084 -1.711  S4 1.937, C6 1.673
6 C -0.294 -0.105 -2.522  S5 1.673, H14 1.112, H15 1.104, H16 1.136
7 H -0.059 0.084 2.736  N1 1.138
8 H -0.390 -1.612 3.116  N1 1.030
9 H -1.080 -0.948 1.693  N1 1.075
10 H 0.651 -2.147 0.773  C2 1.128
11 H 1.874 -1.783 2.003  C2 1.166
12 H 2.147 0.562 1.723  C3 1.130
13 H 2.372 -0.275 0.261  C3 1.069
14 H -1.285 -0.475 -2.179  C6 1.112
15 H 0.181 -1.102 -2.528  C6 1.104
16 H -0.640 0.056 -3.592  C6 1.136
17 H -3.673 -0.971 0.598  O19 0.982
18 H -2.677 -0.237 -0.205  O19 0.918
19 O -2.717 -0.750 0.555  H17 0.982, H18 0.918

Values from the calculation:
Relative energy (zero: lowest compared OMol25 entry of this formula, charge and spin) (eV): 1.947
Energy (a.u.): -1047.57653
Net charge: +1
HOMO (eV): -12.2

Record 3
Computed, not measured: one molecule with the formula C4H10N2O, with ωB97M-V/def2-TZVPD.

Bonds (Å) are listed after each position.
Element x y z (Å)
1 C -2.590 -0.560 -0.236  C2 1.614, H8 1.165, H9 1.072, H10 1.044
2 C -1.725 0.296 -1.296  C1 1.614, C3 1.552, H11 1.205, H12 1.098
3 C -0.208 -0.012 -1.184  C2 1.552, N4 1.439, H13 1.114, H14 1.070
4 N 0.396 0.743 -0.119  C3 1.439, C5 1.437, H15 1.032
5 C 1.202 0.114 0.892  N4 1.437, N6 1.491, O7 1.187
6 N 1.979 -0.984 0.249  C5 1.491, H16 1.030, H17 1.099
7 O 1.359 0.710 1.907  C5 1.187
8 H -2.128 -0.360 0.815  C1 1.165
9 H -3.652 -0.431 -0.301  C1 1.072
10 H -2.369 -1.543 -0.507  C1 1.044
11 H -1.877 1.462 -1.035  C2 1.205
12 H -2.077 0.105 -2.318  C2 1.098
13 H -0.261 -1.124 -1.137  C3 1.114
14 H 0.365 0.224 -2.056  C3 1.070
15 H 0.241 1.634 0.379  N4 1.032
16 H 1.384 -1.784 -0.007  N6 1.030
17 H 2.801 -1.202 0.945  N6 1.099

Values from the calculation:
Relative energy (zero: lowest compared OMol25 entry of this formula, charge and spin) (eV): 2.096
Energy (a.u.): -343.12445
HOMO (eV): -9.2